ORCA calculation (ωB97M-V with the def2-TZVPD basis set) on C27H33BrFMgN10OS as an isolated structure.

XYZ file:
```
75
Properties=species:S:1:pos:R:3
Mg 0.15 -0.56 -0.18
N -3.80 -1.38 -1.76
C -4.50 -0.61 -0.86
C -3.75 -0.59 0.27
N -2.61 -1.35 0.09
C -2.67 -1.80 -1.14
C -1.57 -2.59 -1.71
N -0.33 -2.50 -1.26
C 0.40 -3.44 -1.97
C -0.42 -4.08 -2.85
N -1.67 -3.53 -2.66
H -4.04 -1.51 -2.73
H -5.43 -0.13 -1.12
H -3.96 -0.09 1.20
H 1.46 -3.56 -1.83
H -0.23 -4.86 -3.57
H -2.50 -3.79 -3.18
F -2.47 4.31 -3.12
C -1.89 3.29 -2.44
C -1.31 3.54 -1.22
C -0.71 2.48 -0.54
C -0.67 1.17 -1.03
C -1.27 1.00 -2.29
C -1.88 2.03 -3.01
H -1.33 4.55 -0.82
H -0.24 2.72 0.41
H -1.24 0.02 -2.79
H -2.31 1.88 -3.99
C 1.95 2.19 -3.34
N 2.99 1.71 -2.41
C 3.61 2.85 -1.71
C 3.14 0.38 -2.19
S 1.86 -0.65 -2.66
N 4.28 -0.16 -1.63
C 4.35 -1.61 -1.42
C 5.35 0.56 -0.93
H 2.35 3.06 -3.86
H 1.04 2.47 -2.81
H 1.70 1.43 -4.07
H 2.88 3.66 -1.72
H 4.51 3.21 -2.21
H 3.82 2.64 -0.68
H 3.91 -2.14 -2.24
H 3.84 -1.92 -0.50
H 5.40 -1.88 -1.34
H 5.79 1.34 -1.55
H 6.14 -0.15 -0.71
H 5.02 0.98 0.02
C 3.93 -1.31 2.69
N 2.62 -1.95 2.51
C 2.25 -3.07 3.18
C 1.03 -3.63 3.03
C 0.11 -2.96 2.17
N 0.50 -1.88 1.49
C 1.74 -1.38 1.61
O 2.08 -0.41 0.90
N -1.16 -3.34 2.04
H 4.53 -1.93 3.36
H 3.82 -0.32 3.13
H 4.43 -1.21 1.74
H 3.00 -3.50 3.83
H 0.76 -4.53 3.57
H -1.53 -4.08 2.60
H -1.78 -2.71 1.53
Br -3.46 3.53 3.35
C -2.37 2.04 3.74
C -2.30 1.53 5.02
C -1.49 0.43 5.24
C -0.80 -0.12 4.16
N -0.87 0.37 2.93
C -1.65 1.44 2.72
H -2.86 1.99 5.83
H -1.40 0.00 6.22
H -0.16 -0.99 4.31
H -1.70 1.82 1.70
```

Calculated values
Total charge ... +1
M ... 668.90 g mol⁻¹
E ... -4943.57441 a.u.
Relative energy (zero: lowest compared OMol25 entry of this formula, charge and spin) ... 111.06 kJ/mol
Largest force on an atom ... 0.68 eV/Å
Kohn-Sham gap ... 0.2753 hartree

ORCA calculation (ωB97M-V with the def2-TZVPD basis set) on C27H33BrMnN5O4S2 as an isolated structure.

XYZ file:
```
73
Properties=species:S:1:pos:R:3
Mn -0.86 1.25 -0.50
O -2.95 3.35 -0.11
S -1.52 3.55 -0.21
O -1.06 4.90 -0.14
O -0.84 2.64 0.83
O -1.03 2.84 -1.50
N 1.42 -1.74 -1.71
N 2.52 -1.19 -2.38
C 2.53 0.00 -2.97
N 3.71 0.32 -3.57
S 1.23 1.06 -3.01
H 0.75 -1.00 -1.69
H 1.70 -1.85 -0.75
H 3.32 -1.80 -2.44
H 4.44 -0.36 -3.70
H 3.71 1.15 -4.13
C -1.49 -2.93 0.06
C -2.60 -2.15 0.71
C -3.87 -2.71 0.84
C -4.88 -2.03 1.49
C -4.60 -0.80 2.07
C -3.34 -0.21 1.97
C -3.08 1.10 2.66
C -2.34 -0.88 1.24
N -1.05 -0.31 0.98
C -0.13 -0.31 1.94
C -0.38 -0.94 3.29
C 1.16 0.23 1.70
C 2.11 0.33 2.88
N 1.47 0.68 0.48
C 2.83 0.98 0.19
C 3.27 2.26 -0.21
C 2.33 3.43 -0.26
C 4.60 2.47 -0.55
C 5.53 1.44 -0.52
C 5.12 0.19 -0.11
C 3.80 -0.05 0.26
C 3.49 -1.44 0.77
H -1.87 -3.87 -0.36
H -0.70 -3.18 0.79
H -1.02 -2.36 -0.74
H -4.06 -3.69 0.40
H -5.87 -2.46 1.57
H -5.38 -0.27 2.61
H -4.03 1.58 2.91
H -2.50 1.78 2.05
H -2.53 0.95 3.60
H -1.36 -1.42 3.31
H -0.35 -0.20 4.09
H 0.37 -1.69 3.52
H 1.63 0.89 3.69
H 3.02 0.84 2.60
H 2.37 -0.65 3.28
H 1.70 3.48 0.62
H 1.67 3.36 -1.12
H 2.89 4.37 -0.34
H 4.91 3.47 -0.84
H 6.57 1.62 -0.80
H 5.84 -0.63 -0.07
H 3.92 -2.21 0.11
H 2.42 -1.62 0.86
H 3.92 -1.60 1.76
Br -5.65 -2.18 -3.66
C -4.17 -1.24 -2.92
C -2.89 -1.52 -3.37
C -1.81 -0.85 -2.80
C -1.96 0.06 -1.76
C -3.28 0.35 -1.38
C -4.39 -0.29 -1.94
H -2.73 -2.24 -4.16
H -0.83 -1.08 -3.20
H -3.49 1.10 -0.63
H -5.39 -0.05 -1.61
```

Calculated values
Total charge ... -1
M ... 690.57 g mol⁻¹
Multiplicity ... 6
E ... -6144.89754 a.u.
Relative energy (zero: lowest compared OMol25 entry of this formula, charge and spin) ... 25.56 kJ/mol
Largest force on an atom ... 3.57 eV/Å
Expectation value of S² ... 8.860
Kohn-Sham gap (alpha / beta) ... 0.2165 / 0.2924 hartree